(1)
10
Properties=species:S:1:pos:R:3:forces:R:3:nbo_charge:R:1 method="wB97M-V/def2-TZVPD" de_lowest_ev=2.8497 orbital_gap_ev=5.7 charge=0 e_tot_ev=-32292.0583 smiles="F/C=C/F.O=C1SS1" multiplicity=1
F -1.032006 -1.281402 2.228052 -0.4618 0.3773 0.1870 -0.3516
H -1.054126 -2.255508 0.512566 -0.9782 -1.7641 -1.4524 0.1651
C -0.536889 -1.508551 0.977598 0.4654 0.1936 1.9764 0.0798
C 0.001555 1.510372 -1.170773 -1.8280 0.2037 0.3759 0.1357
S -0.973497 2.847931 -1.658502 1.8892 1.2439 -1.4666 0.1797
S 1.282917 2.071726 -2.055714 -0.4445 1.5255 -0.7532 0.2519
C 0.500287 -0.805383 0.645437 0.2726 -2.5372 1.4165 0.2248
F 1.347680 -1.108739 -0.302075 0.7184 -0.1892 -1.9126 -0.3257
O -0.395463 0.647608 -0.491530 -0.4405 -0.7940 0.1493 -0.5216
H 0.859543 -0.118055 1.314941 0.8076 1.7404 1.4796 0.1619


(2)
83
Properties=species:S:1:pos:R:3:forces:R:3:nbo_charge:R:1 method="wB97M-V/def2-TZVPD" de_lowest_ev=0.0000 orbital_gap_ev=7.8 charge=+1 e_tot_ev=-71809.9643 multiplicity=1
H -2.460104 -0.631389 1.101735 0.0237 0.0126 0.0000 0.2345
C -2.685859 -0.901303 2.125338 0.0132 0.0181 0.1464 -0.1673
C 2.100384 -0.608303 -2.965231 -0.1344 0.2765 0.0109 -0.4691
C 3.588197 -1.320056 -0.583373 0.0130 0.0494 -0.0240 -0.4021
H -4.739241 -1.343337 1.728953 0.0887 0.0019 0.0894 0.2174
O 0.189774 -0.966958 1.362432 -0.2390 -0.8204 1.0562 -0.9400
H 1.639060 -2.596674 -3.641999 0.0239 0.0734 -0.0076 0.2200
H -1.056433 4.024538 -2.679516 0.0137 -0.0734 0.0287 0.2212
H -2.881965 5.079802 3.122256 -0.0113 -0.0122 -0.0179 0.2208
C 1.511202 -3.722457 -0.590571 -0.0121 -0.0604 0.0094 -0.2143
H 4.548732 -0.829893 -2.444546 0.0425 -0.0412 0.0889 0.2193
N -0.179617 1.226125 2.349046 0.4904 0.1812 0.1903 -0.9476
C 2.394029 0.713940 -3.336155 0.1486 0.1250 -0.0018 0.2052
C 0.696708 -4.840926 -0.438368 0.0516 0.0421 -0.0098 -0.1406
H -3.594920 1.446320 -1.683152 0.0789 0.0939 -0.0287 0.2048
P 1.923590 -0.983739 -1.223904 -0.0478 -0.5481 0.1933 0.9528
H 1.112560 -5.750808 -0.023946 -0.0082 0.0376 -0.0038 0.2195
Ta 0.495698 0.647530 0.307158 -1.7451 0.4513 -4.7948 1.8466
H -0.739382 -1.631073 -2.004144 -0.0574 0.0557 -0.0065 0.2245
C -1.685258 5.056102 1.340620 0.0058 -0.0403 -0.0144 -0.2089
H 3.169666 1.411253 -1.550363 0.1793 -0.0430 0.0043 0.3921
C 0.989347 -2.550764 -1.124417 -0.0857 0.0844 -0.0551 -0.3364
H -6.374582 -1.856540 3.414230 0.0405 -0.0060 0.0316 0.2253
H -5.669736 -3.187237 4.335246 0.0231 0.0689 -0.0136 0.2382
H 1.671411 -1.995118 -6.035662 0.0126 0.0641 0.0586 0.2291
H -1.268512 -5.667287 -0.682294 0.0613 0.0712 -0.0310 0.2271
C 2.101297 0.083144 -5.645343 -0.0166 -0.0400 -0.0393 -0.1506
C -1.983346 3.169527 -0.150480 0.1623 -0.2166 0.1019 -0.0370
S -0.101237 -0.308379 2.739501 -0.3766 -0.3953 1.2862 2.2947
C 2.367637 1.047167 -4.691596 0.0344 0.0309 -0.0626 -0.2545
C 1.855403 -1.577189 -3.941503 -0.0199 0.0021 -0.0501 -0.0925
O 1.431607 2.311759 0.510962 0.4340 0.4159 0.8213 -0.7014
C -2.883239 2.079044 -2.221828 -0.0131 0.0046 -0.0820 -0.5960
C 0.922824 2.134231 2.853517 -0.2900 -0.4491 -0.2866 -0.3001
C -0.346189 -2.523051 -1.536307 0.0233 -0.1004 0.0037 -0.2128
C -1.612437 2.350573 -1.396866 0.1960 -0.1086 -0.1429 -0.1118
N 2.674374 1.689384 -2.381201 -0.3141 -0.2711 -0.0171 -0.8003
H 2.985371 2.578989 -2.733285 0.0014 0.0322 -0.0431 0.3998
C -0.636153 -4.796515 -0.817332 0.0091 -0.0529 0.0130 -0.2044
O 0.817711 -0.673446 3.765012 -0.0190 -0.0341 -0.0258 -0.8714
C -3.959622 -1.300744 2.484282 -0.0937 -0.0226 0.0051 -0.1543
H -3.384380 3.019399 -2.465005 0.0269 -0.0657 -0.0097 0.2252
H -3.443618 1.732323 0.516387 0.0739 0.0961 0.0261 0.1961
C 1.861599 -1.241365 -5.281404 0.0145 0.0643 -0.0394 -0.2639
C 4.690558 -1.137822 -1.413040 0.0821 -0.0372 -0.0908 -0.1345
H -2.622553 1.573045 -3.158729 -0.0261 0.0518 0.1275 0.2120
C -5.647089 -2.103995 4.186977 0.0969 0.0175 -0.0417 -0.6408
C 5.058314 -1.959552 1.215305 0.0138 0.0034 -0.0144 -0.1906
H -5.964237 -1.640053 5.122478 0.0328 -0.0192 -0.0514 0.2337
C 5.974193 -1.366732 -0.929958 -0.0128 0.0043 -0.0172 -0.2222
C 6.157074 -1.781913 0.379564 -0.0011 -0.0025 0.0161 -0.1787
H -4.011466 2.932399 2.573797 0.0469 0.0306 -0.0379 0.2166
C -4.260382 -1.653414 3.802748 -0.0953 -0.0314 0.0314 0.0303
C -2.941051 2.670808 0.737829 -0.0331 -0.0410 -0.0163 -0.1557
H -0.618219 4.798047 -0.494655 -0.0704 -0.0450 0.0924 0.2192
H -0.360416 2.462684 -3.153251 -0.0179 0.0364 0.0192 0.2186
H 2.092175 0.365562 -6.691926 0.0003 -0.0259 0.0618 0.2275
O 2.629554 0.880298 1.718697 0.0291 0.6124 0.0482 -0.5350
C -2.632299 4.546067 2.214134 0.0127 -0.0891 -0.0624 -0.2179
C -0.615586 3.097325 -2.301385 -0.0373 -0.1228 0.0400 -0.6064
H -3.468514 -1.884643 5.786983 0.0153 0.0428 -0.1033 0.2304
C -3.263970 3.344139 1.904273 0.0197 0.0331 -0.0089 -0.2198
H 6.828043 -1.226029 -1.582445 -0.0617 -0.0077 0.0406 0.2275
H 7.157482 -1.966422 0.753199 -0.0642 0.0153 -0.0103 0.2276
H -2.187020 -3.607433 -1.711728 0.0468 0.0084 0.0081 0.2240
C -1.968574 -1.200292 4.430523 0.0484 0.0138 0.0384 -0.1411
C -1.706121 -0.849732 3.113359 -0.0894 -0.0967 -0.1173 -0.3882
H 2.575094 2.070396 -4.991272 -0.0137 -0.0911 0.0181 0.2195
C -1.011025 0.978476 -0.949820 0.5715 0.3649 0.8420 -0.6850
H 1.326877 1.816755 3.806921 0.0262 -0.0539 0.0850 0.2504
C -3.248286 -1.601146 4.762164 -0.1587 -0.0630 0.0861 -0.2099
H -1.195236 5.997036 1.563337 -0.0162 -0.0365 -0.0245 0.2192
H 0.314683 3.339009 -1.783690 -0.0510 -0.0483 0.0030 0.2137
H 2.550444 -3.776653 -0.299146 0.0280 0.0105 0.0427 0.2325
C -1.154614 -3.639192 -1.384568 0.0309 0.0845 -0.0294 -0.1915
C 3.779967 -1.722377 0.740932 -0.0031 0.0586 0.0236 -0.1824
H 5.199749 -2.273706 2.242358 -0.0059 0.0092 -0.0559 0.2272
C -1.360411 4.370981 0.170511 0.0008 0.0671 -0.0212 -0.2209
H 2.935808 -1.843064 1.410117 -0.0155 0.0020 -0.0244 0.2256
C 1.866444 1.834499 1.710091 1.0038 0.4919 0.6242 0.6963
H 0.560105 3.151931 2.875210 -0.1555 0.1045 -0.0565 0.2534
H -1.641794 0.172620 -1.335635 0.0873 -0.1947 0.2345 0.2294
H -1.180051 -1.164507 5.172862 -0.0671 -0.0090 -0.0567 0.2491


(3)
16
Properties=species:S:1:pos:R:3:forces:R:3:nbo_charge:R:1 method="wB97M-V/def2-TZVPD" de_lowest_ev=7.1579 orbital_gap_ev=8.7 charge=0 e_tot_ev=-16175.3195 multiplicity=1
H 0.746259 0.669041 -1.692652 0.4100 -0.3521 3.4702 0.2020
H 3.278565 0.292307 -0.275926 -3.4239 -3.4450 -0.3561 0.2366
H 1.633637 -1.501400 -1.243599 2.4586 2.6068 3.5460 0.2416
S -2.614790 -0.342327 -0.404633 -2.2364 0.8100 -2.1463 0.2236
H -0.076127 0.222237 1.450961 -0.2804 -0.6490 -2.4137 0.1992
H -2.210363 1.436972 1.078883 1.8735 0.0842 -2.3805 0.2170
C -1.664579 1.111215 0.055066 0.8990 -0.4063 2.8797 -0.5362
H 2.103497 -0.981490 1.069284 -0.1519 1.0790 -4.3701 0.2308
H -1.330285 -1.280536 1.341126 0.0830 -1.2193 -3.2893 0.2032
H -1.366035 1.911059 -0.657716 -0.8314 -0.5017 0.4810 0.2233
C -1.156851 -1.104823 0.104042 -2.5253 -4.9686 4.3158 -0.5907
H -1.051730 -2.039049 -0.460547 1.1726 0.2738 0.4541 0.2461
C 0.915425 0.540283 -0.448484 -0.6389 -0.9938 -1.5776 -0.4388
C 2.095884 -0.548600 -0.207584 -0.0010 1.3760 0.3304 -0.6597
C -0.374003 0.043028 0.310118 2.8660 7.4501 1.5853 -0.2107
H 1.071489 1.572088 -0.018333 0.3263 -1.1442 -0.5290 0.2125


(4)
14
Properties=species:S:1:pos:R:3:forces:R:3:nbo_charge:R:1 method="wB97M-V/def2-TZVPD" de_lowest_ev=1.2854 orbital_gap_ev=10.7 charge=0 e_tot_ev=-9845.9943 smiles="CO/C=N/C(C)=O" multiplicity=1
C 0.376777 -0.263282 0.699277 -0.1573 0.1280 -0.1859 0.4612
C 1.500121 -2.162287 -0.043606 0.1262 -0.2149 -0.1330 -0.2706
H 2.033303 -2.982454 0.433035 -0.0159 0.0789 -0.0753 0.1958
C -1.211639 2.063329 0.034736 -0.0057 0.0595 0.0145 -0.7360
C -1.090231 0.796325 -0.790382 -0.2261 0.0583 -0.1932 0.6742
H -1.942686 2.706600 -0.455788 0.1178 -0.0530 0.1118 0.2467
H 0.178658 0.376517 1.566918 -0.0154 -0.0964 -0.1740 0.1620
H 2.112460 -1.697063 -0.821478 -0.0904 -0.0522 0.1503 0.1961
O -1.805434 0.606494 -1.746311 0.2155 0.0792 0.3256 -0.5315
H 0.566446 -2.503192 -0.500276 0.1796 0.0535 0.1577 0.2107
H -0.254095 2.586215 0.120484 -0.0935 -0.1027 -0.0323 0.2278
O 1.235063 -1.224440 1.011501 -0.1292 0.0899 -0.0437 -0.4741
N -0.122352 -0.172881 -0.464389 0.0511 -0.0244 0.2028 -0.5873
H -1.562410 1.839681 1.048336 0.0434 -0.0038 -0.1252 0.2251


(5)
13
Properties=species:S:1:pos:R:3:forces:R:3:nbo_charge:R:1 method="wB97M-V/def2-TZVPD" de_lowest_ev=4.7731 orbital_gap_ev=10.7 charge=0 e_tot_ev=-10846.5419 multiplicity=1
C 1.207415 -0.152842 0.132853 4.6985 -1.7434 0.9502 0.6060
H 0.884322 -0.253141 -2.035594 -1.8870 1.1968 1.9041 0.2358
C -0.858850 -0.846555 -0.458258 -0.9799 1.2479 -0.1600 0.0169
H -0.781911 1.850047 -0.800206 2.5220 -1.8040 1.5111 0.3984
H -1.003497 -1.846581 -0.622629 -0.1748 -2.2892 -1.0907 0.2069
N 0.140176 1.303512 -0.441855 -3.1769 4.2716 -1.5635 -0.5772
C -1.025334 -0.364659 0.888979 -1.4283 1.5214 1.4687 0.0042
C 0.320909 0.034223 -1.020214 0.5617 -3.6443 -2.8020 -0.1842
O -2.076481 -0.109313 -0.155722 2.2027 0.0536 0.5922 -0.4921
C 0.166402 0.692955 0.891539 -0.8435 0.0407 0.3300 -0.1757
O 2.352564 -0.595927 0.201759 -2.9208 1.1043 0.6093 -0.5079
H 0.378226 1.352928 1.722452 -0.0852 -0.1375 0.1783 0.2287
H -1.530290 -0.764655 1.851274 1.5113 0.1820 -1.9277 0.2401


(6)
33
Properties=species:S:1:pos:R:3:forces:R:3:nbo_charge:R:1 method="wB97M-V/def2-TZVPD" orbital_gap_ev="6.0 / 5.4" charge=+1 e_tot_ev=-249536.4561 multiplicity=6 s_squared=8.7677
Ni -0.473766 1.801353 -1.098264 0.7184 -2.4437 -0.4357 1.6362
C 3.610212 1.194922 0.171283 -4.8222 0.0563 -1.5433 -0.3895
H -0.876311 -0.081284 2.326671 -0.1139 -0.1752 0.4810 0.2218
C 2.511164 -0.744611 -1.311541 5.0231 1.0856 4.3947 0.4291
H -0.984239 -1.878254 2.721105 0.1565 0.3139 0.4711 0.2554
O 5.787760 -1.774026 -0.273408 -3.0803 4.0882 0.5365 -0.4842
H -0.139211 -1.300462 1.330506 0.8662 -0.2024 0.3265 0.2057
C 4.669967 0.410607 0.293014 2.0827 0.6018 -0.1288 0.3237
O 5.569743 1.060752 0.932840 1.0330 -1.7075 0.2367 -0.1322
H -6.229716 0.186062 -1.190813 -0.5382 0.1814 0.3376 0.2270
H 3.815067 -2.450045 -1.638646 0.2781 -0.0455 0.2845 0.2575
O 1.229917 0.233827 3.484864 -0.4917 -1.1374 -0.4769 -0.3551
H -0.292897 1.305854 -3.730691 -0.0629 -0.3025 0.8316 0.5111
O -1.007480 -0.059195 -0.480176 -0.5902 -0.8172 -0.8507 -1.2711
Br -6.264832 -0.289313 1.359902 0.4385 0.9852 -1.4932 -0.0128
O 1.484032 -1.121036 -1.813768 -4.9137 -2.0299 -2.9288 -0.7936
O 1.394293 1.336637 -0.492575 -2.9736 1.9487 -0.2764 -0.7355
C -4.304030 0.828677 -0.502677 -1.0615 0.4534 0.9349 -0.4327
H -1.216750 -0.571810 0.324781 0.0990 0.9930 -0.7842 0.4932
C 4.755058 -0.984513 -0.372244 5.9762 -4.0049 1.1737 0.4011
H -3.996900 1.463978 0.328084 0.6112 -0.0492 -0.2905 0.2203
N 0.873352 -0.893897 3.159238 1.1019 -0.8927 0.4447 0.5181
Br -3.695794 1.670720 -2.197935 -0.1242 -0.0996 0.7840 -0.0237
O 1.467578 -1.946958 3.411952 -0.7528 1.5999 -0.2993 -0.3464
C -0.374455 -1.048138 2.364479 -0.4926 0.2672 -0.4926 -0.4955
C 3.729847 -1.517874 -1.099956 -5.4474 2.5026 -2.1330 -0.4198
C 2.404244 0.679270 -0.490907 3.9138 -2.1511 -0.3272 0.5322
O -0.470143 0.946460 -2.839660 -0.1835 -0.6650 -0.0205 -1.2692
H 3.478163 2.194830 0.557482 0.5259 0.0056 0.1565 0.2485
H -6.295419 1.764889 -0.256200 -0.0165 -0.3273 0.0196 0.2381
H -3.801339 -0.137862 -0.467878 -0.3242 0.1697 -0.0108 0.2225
C -5.855852 0.771980 -0.351146 1.2132 -1.1920 -0.0382 -0.4017
Ni -0.501265 -1.051540 -2.157718 1.9517 2.9906 1.1164 1.6217